1.
# C33H26BrCl44F6N2O6P

A molecular structure, C33H26BrCl44F6N2O6P in a non-equilibrium geometry (ωB97M-V/def2-TZVPD, the OMol25 dataset).

As for the multiplicity: 1. Its total charge is 0. Its frontier orbital gap is 8.1 eV. For the LUMO energy, the calculation gives -1.59 eV.

Element x y z (Å)
C 4.61235 -6.61337 0.52011
C 4.04422 -5.69805 -0.60397
O 3.06147 -6.38555 -1.35868
C 1.82848 -5.69813 -1.39797
C 1.93197 -4.36673 -2.19533
C 0.62915 -4.03949 -2.96077
C 0.72663 -2.91736 -4.02269
C 0.30688 -1.47832 -3.56645
C 0.55187 -1.15237 -2.09776
C 1.71977 -0.51891 -1.61612
C 2.75393 -0.08324 -2.66020
C 3.78534 -1.15521 -3.08980
C 4.39601 -2.00581 -1.95656
Br 5.30477 -0.14390 -3.89311
C 1.92133 -0.25977 -0.20558
C 3.20291 0.38058 0.32818
F 3.04357 1.69610 0.53199
F 4.25666 0.28639 -0.48110
F 3.61974 -0.20843 1.44854
C 0.90399 -0.60057 0.70142
P 1.00557 -0.25157 2.51240
O -0.30243 -0.03442 3.16175
O 1.84473 -1.46168 3.22657
O 1.87163 1.11811 2.76192
C -0.28361 -1.25047 0.20726
N -1.20183 -1.60530 1.14507
C -2.27002 -2.18822 0.67148
C -3.32162 -2.59598 1.70604
F -2.85681 -2.38105 2.92852
F -3.58594 -3.89632 1.62344
F -4.41484 -1.85416 1.60123
C -2.47563 -2.40366 -0.74059
C -3.77332 -3.09643 -1.20485
C -3.44130 -4.58903 -1.39981
O -2.65206 -4.88118 -2.24715
O -3.99823 -5.57463 -0.61442
N -1.62480 -2.08817 -1.69441
C -0.49958 -1.51645 -1.16645
H 3.79147 -7.12901 1.03248
H 5.19010 -6.00882 1.23285
H 5.30840 -7.32299 0.05473
H 4.89563 -5.45601 -1.25769
H 3.63443 -4.80611 -0.10815
H 1.09894 -6.33755 -1.90973
H 1.45039 -5.44991 -0.39062
H 2.07764 -3.55357 -1.46638
H 2.76666 -4.34259 -2.90850
H 0.36341 -4.96194 -3.50694
H -0.16466 -3.89859 -2.21851
H 0.01977 -3.19944 -4.81833
H 1.71368 -2.95464 -4.50661
H -0.76256 -1.40682 -3.79716
H 0.78450 -0.75419 -4.23595
H 2.25990 0.26211 -3.57842
H 3.31503 0.80230 -2.33932
H 3.45140 -1.81888 -3.88725
H 3.74597 -2.14918 -1.08679
H 5.33290 -1.56937 -1.58564
H 4.67152 -3.00108 -2.32764
H 1.18447 -2.11071 3.51527
H 2.23537 1.03337 3.65336
H -4.03415 -2.69522 -2.19041
H -4.61772 -2.90037 -0.53912
H -3.31001 -5.80259 0.02301
C -7.42173 0.24983 3.29089
Cl -5.84630 -0.54314 3.32148
Cl -8.29948 -0.24726 1.83461
Cl -8.34911 -0.19477 4.73447
Cl -7.17464 2.00122 3.26456
C -5.57400 4.65423 0.48092
Cl -6.64682 4.92150 1.86152
Cl -3.89329 4.65950 1.03221
Cl -5.95059 3.08991 -0.25959
Cl -5.81026 5.94353 -0.70808
C 0.85704 4.24517 -1.15854
Cl 2.15814 4.93057 -0.17626
Cl -0.70399 4.88993 -0.61623
Cl 1.09672 4.70112 -2.84993
Cl 0.87773 2.47743 -1.03557
C -2.22787 3.76249 4.40340
Cl -0.82646 3.08938 5.23710
Cl -2.73609 5.24330 5.23107
Cl -1.81133 4.14906 2.72254
Cl -3.55340 2.59275 4.42348
C -9.46635 6.01770 4.54800
Cl -8.63114 4.47538 4.29491
Cl -11.21392 5.75459 4.48961
Cl -9.02000 6.67722 6.12711
Cl -9.00098 7.16119 3.27913
C 3.05377 -4.12632 5.50239
Cl 3.67307 -4.11376 3.84521
Cl 3.77620 -2.79645 6.41515
Cl 1.29044 -3.93194 5.47802
Cl 3.46313 -5.66396 6.27250
C 9.39563 0.74472 -2.40081
Cl 10.63665 1.91270 -1.92217
Cl 7.88689 1.10773 -1.55474
Cl 9.12485 0.84280 -4.14898
Cl 9.93139 -0.88870 -1.98057
C -10.05575 -4.07540 1.98708
Cl -9.34988 -4.05474 0.36227
Cl -9.30857 -2.80682 2.96491
Cl -11.79714 -3.78463 1.87523
Cl -9.76790 -5.65511 2.73269
C 1.09284 8.81666 -4.19594
Cl 2.60762 9.21995 -5.01634
Cl 0.02057 7.96955 -5.32145
Cl 1.43139 7.77018 -2.81245
Cl 0.30841 10.30271 -3.64078
C -3.46779 8.31118 3.18963
Cl -2.66217 6.75727 2.94297
Cl -5.22119 8.07972 3.13832
Cl -3.00743 8.97324 4.76514
Cl -2.98357 9.43611 1.91213
C 10.41355 5.19898 -4.58268
Cl 9.13359 4.25128 -3.81661
Cl 10.50851 4.78104 -6.29935
Cl 10.05537 6.92356 -4.41470
Cl 11.96220 4.84118 -3.80358

2.
# C43H38Br2ClN7O4Ta

A molecular structure, C43H38Br2ClN7O4Ta (ωB97M-V/def2-TZVPD, the OMol25 dataset).

As for the multiplicity: 1. Its total charge is +1. Its frontier orbital gap is 7.3 eV. For the LUMO energy, the calculation gives -2.84 eV.

Element x y z (Å)
Ta 0.72774 -0.04960 -0.01897
C -1.14374 2.78054 -0.84807
N -0.98398 1.50072 -1.55418
C -2.24974 0.98716 -2.09995
C -2.98612 0.19038 -1.07201
N -2.76477 0.28187 0.20574
C -3.65087 -0.62061 0.78994
C -3.83921 -0.94321 2.13145
C -4.77489 -1.91376 2.42906
C -5.51640 -2.55170 1.42169
C -5.34771 -2.23752 0.08703
C -4.40249 -1.26036 -0.20190
N -3.96370 -0.70412 -1.39391
C -0.79344 2.63733 0.59051
N -0.17682 1.59417 1.09466
C -0.12390 1.79681 2.48343
C 0.34436 0.98021 3.50777
C 0.24485 1.47143 4.79452
C -0.31238 2.72944 5.06404
C -0.80519 3.53331 4.05474
C -0.70192 3.03088 2.76542
N -1.10690 3.53830 1.53334
H -2.18156 3.11746 -0.90299
H -0.52524 3.55694 -1.30519
H -0.32963 1.64589 -2.31307
H -2.03430 0.35827 -2.96062
H -2.88134 1.80745 -2.46082
H -3.25717 -0.45696 2.90338
H -4.94183 -2.19488 3.46024
H -6.24013 -3.30684 1.69815
H -5.92101 -2.73270 -0.68572
H -4.27192 -0.94901 -2.31903
H 0.76558 0.00614 3.30556
H 0.60598 0.86952 5.61713
H -0.36690 3.07360 6.08771
H -1.25087 4.49645 4.26238
H -1.59528 4.40357 1.37478
C -0.00609 -0.87052 -4.05702
C -0.77341 -1.79760 -3.15878
C -1.60334 -2.77875 -3.75263
C -2.30528 -3.64680 -2.97052
C -2.15922 -3.58526 -1.56800
C -2.79714 -4.44584 -0.63900
Br -4.05698 -5.71836 -1.23900
C -2.52922 -4.36166 0.69486
C -1.61224 -3.40626 1.17339
Br -1.22918 -3.33496 3.00897
C -1.01625 -2.51697 0.31947
O -0.15121 -1.59608 0.73585
C -1.29226 -2.59619 -1.06731
N -0.65082 -1.68467 -1.85440
H -0.60574 -0.56868 -4.91647
H 0.87823 -1.38184 -4.44393
H 0.32427 0.01925 -3.52713
H -1.67041 -2.82575 -4.83146
H -2.95266 -4.39379 -3.40970
H -3.01516 -5.02431 1.39643
C 3.22593 2.56383 1.78315
C 3.67113 1.27048 2.40488
C 4.65325 1.26186 3.38831
C 5.06913 0.07632 3.96975
C 4.51815 -1.13024 3.56126
C 3.53338 -1.16692 2.58632
C 2.91941 -2.45967 2.13140
C 3.10604 0.04661 2.02514
N 2.06159 0.01755 1.11300
H 4.02082 3.30772 1.84339
H 2.35686 2.97128 2.30674
H 2.95618 2.43007 0.73460
H 5.10141 2.20025 3.69413
H 5.83968 0.08837 4.72907
H 4.86042 -2.05844 4.00219
H 3.40702 -3.30717 2.61058
H 3.01050 -2.57421 1.04848
H 1.85230 -2.49878 2.36321
C 5.59325 -1.73850 -2.58756
C 5.73692 -0.61134 -1.60111
C 6.53474 -0.79605 -0.47477
C 6.78468 0.23935 0.40708
Cl 7.86871 -0.02235 1.73589
C 6.22504 1.48916 0.20958
C 5.40649 1.68241 -0.88901
C 5.16764 0.64993 -1.78338
O 4.44006 1.00556 -2.91562
C 3.28095 0.26786 -3.21995
C 2.32701 0.16921 -2.05072
O 1.74617 1.19636 -1.56960
O 2.04101 -0.94816 -1.54562
H 6.37903 -2.47400 -2.42603
H 5.67909 -1.37919 -3.61389
H 4.63564 -2.25244 -2.47761
H 7.00737 -1.75579 -0.31047
H 6.43690 2.29578 0.89664
H 4.96230 2.64855 -1.08903
H 3.49446 -0.74296 -3.56279
H 2.78228 0.81652 -4.02061